Density functional theory data (ωB97M-V with the def2-TZVPD basis set) for a molecular structure, C24H24Cl2N4O2RuS.

Atoms and positions in Å:
Ru1 -0.09112 -0.32398 0.16983
C1 0.61016 1.12962 -2.69142
C2 0.86729 1.99958 -1.50416
C3 1.41091 3.28515 -1.73028
C4 1.65614 4.13198 -0.69542
C5 1.33755 3.72523 0.61723
C6 1.53818 4.55980 1.73934
C7 1.19068 4.12438 2.98743
C8 0.62687 2.84914 3.16088
C9 0.42716 2.01430 2.08782
S1 -0.31682 0.44145 2.24168
C10 0.79182 2.43977 0.79376
N1 0.57749 1.57987 -0.27535
H1 0.61196 1.73456 -3.59505
H2 -0.33428 0.59466 -2.60694
H3 1.39818 0.38110 -2.79045
H4 1.63217 3.56674 -2.74969
H5 2.07997 5.11404 -0.86450
H6 1.96664 5.54189 1.58779
H7 1.34001 4.76057 3.84902
H8 0.34059 2.51522 4.14992
Cl1 4.75009 -3.94827 -4.12367
C11 3.40375 -3.23028 -3.31089
C12 2.14565 -3.24042 -3.93339
C13 1.06094 -2.67956 -3.31413
Cl2 -0.48181 -2.68221 -4.09086
C14 1.15802 -2.06106 -2.03733
O1 0.11412 -1.52892 -1.50581
C15 2.44365 -2.07428 -1.42986
C16 2.64844 -1.57029 -0.11067
O2 1.82219 -1.01930 0.63466
C17 3.55005 -2.66369 -2.07888
H9 2.03341 -3.69197 -4.90975
H10 3.65406 -1.70683 0.30453
H11 4.51545 -2.66681 -1.58834
C18 -4.73118 2.97068 -0.82046
C19 -3.29411 3.18874 -1.24614
N2 -2.48750 2.08626 -0.74550
C20 -2.92722 0.81625 -0.60378
N3 -2.04450 -0.11544 -0.31501
C21 -2.48406 -1.49225 -0.10278
C22 -3.90194 -1.55540 0.42561
C23 -4.77601 -0.78173 -0.54167
N4 -4.24785 0.56829 -0.71896
C24 -5.16347 1.58040 -1.24424
H12 -5.37938 3.71693 -1.27732
H13 -4.81383 3.06503 0.26377
H14 -2.89724 4.11455 -0.83187
H15 -3.22703 3.25219 -2.33720
H16 -1.48922 2.19272 -0.70386
H17 -1.79440 -1.95584 0.62997
H18 -2.37431 -2.06335 -1.02785
H19 -3.95539 -1.10394 1.41802
H20 -4.24117 -2.58755 0.49947
H21 -5.79067 -0.68634 -0.15553
H22 -4.83447 -1.29674 -1.50625
H23 -6.15412 1.35389 -0.85187
H24 -5.21792 1.50677 -2.33585

Forces on atoms 1 to 3 (eV/Å):
-0.4 0.2 -0.3
0.0 -0.1 0.0
0.0 0.0 0.0

The calculation puts the energy relative to the best compared isomer or geometry (same formula, charge and spin) at 0.00 kcal/mol. The value obtained for the strongest force on any atom is 0.6 eV/Å. Its LUMO energy (alpha / beta) is -3.197 / -3.994 eV. As for the multiplicity: 2. As for the gap between HOMO and LUMO (alpha / beta): 7.3 / 6.7 eV. As for the total charge: +1.

Density functional theory data (ωB97M-V with the def2-TZVPD basis set) for a single C6H12S molecule in a non-equilibrium geometry.

Atoms and positions in Å:
C1 1.57043 -0.21235 1.58419
C2 0.54325 0.16396 0.31034
C3 1.40197 0.94179 -0.65004
C4 -0.69321 -0.05257 0.11338
C5 -1.72529 -0.75922 0.95495
C6 -1.27723 0.36626 -1.23710
S1 -1.19108 -0.95566 -2.39211
H1 0.94403 -0.85409 2.35751
H2 1.89519 0.76155 2.10528
H3 2.40278 -0.89137 1.03096
H4 1.05391 0.98195 -1.55849
H5 2.35620 0.41736 -0.54494
H6 1.64624 1.90310 -0.42064
H7 -2.49393 -1.14509 0.21448
H8 -2.28985 -0.21916 1.75324
H9 -1.01960 -1.64385 1.42992
H10 -0.92459 1.32522 -1.63645
H11 -2.37038 0.58415 -1.01862
H12 0.17116 -0.71199 -2.39589

Forces on atoms 1 to 3 (eV/Å):
-2.5 -1.4 -1.1
5.9 1.5 3.1
1.8 -3.3 4.0

Its SMILES is CC(C)=C(C)CS. The calculation puts the energy relative to the best compared isomer or geometry (same formula, charge and spin) at 58.94 kcal/mol. The value obtained for the strongest force on any atom is 6.8 eV/Å. Its LUMO energy is 0.874 eV. As for the gap between HOMO and LUMO: 9.7 eV.